# 1
Density functional theory data (ωB97M-V/def2-TZVPD) for C20H48N2O14P as an isolated structure.

```
! wB97M-V def2-TZVPD RIJCOSX def2/J DEFGRID3
* xyz -1 1
N 19.766 -1.161 42.390
H 19.555 -0.509 43.210
H 20.493 -1.815 42.650
H 19.781 -0.513 41.498
H 18.816 -1.629 42.245
N 17.145 0.996 44.315
H 17.198 1.659 43.749
H 16.410 0.425 44.042
H 17.125 1.488 45.174
H 18.005 0.390 44.222
P 17.468 0.842 41.613
O 16.531 1.933 41.572
O 18.832 1.419 42.181
O 17.850 -0.009 40.491
O 17.155 -0.015 42.667
O 19.542 3.219 45.506
C 20.247 4.147 45.337
O 20.911 4.347 44.189
C 20.766 3.410 43.099
C 21.722 3.867 42.038
C 20.444 5.269 46.377
H 19.718 3.478 42.472
H 21.032 2.285 43.424
H 21.424 4.678 41.745
H 21.868 3.252 41.092
H 22.520 3.973 42.626
H 19.940 6.061 46.096
H 21.486 5.511 46.542
H 20.249 4.913 47.390
O 19.460 4.608 39.619
C 19.343 3.386 39.605
O 19.898 2.530 38.680
C 20.017 1.075 38.856
C 21.469 0.679 38.180
C 18.191 2.569 40.441
H 18.963 0.580 38.449
H 20.108 0.817 39.888
H 21.475 0.941 37.057
H 21.594 -0.573 38.297
H 22.321 1.126 38.838
H 17.460 3.392 40.865
H 18.621 2.193 41.398
H 17.311 1.816 39.997
O 14.771 2.494 45.256
C 14.052 2.962 44.483
O 13.014 3.642 44.626
C 12.351 3.661 45.968
C 11.018 4.467 45.926
C 14.403 2.770 42.976
H 13.101 4.320 46.700
H 11.925 2.826 46.325
H 11.221 5.583 45.526
H 10.621 4.748 46.860
H 10.307 3.959 45.369
H 14.419 1.630 42.653
H 15.416 3.279 42.804
H 13.646 3.306 42.481
O 12.090 -2.027 41.268
C 12.961 -1.271 41.659
O 12.934 -0.540 42.848
C 14.041 0.148 43.394
C 13.386 0.889 44.532
C 14.048 -0.992 40.690
H 14.606 0.692 42.690
H 14.940 -0.673 43.794
H 12.415 1.458 44.148
H 14.066 1.484 45.191
H 13.010 0.222 45.407
H 14.085 -1.841 39.967
H 14.827 -1.223 41.160
H 14.264 -0.051 40.288
O 16.432 1.258 47.176
C 16.291 0.161 46.872
O 15.240 -0.707 47.135
C 14.212 -0.253 47.874
C 13.068 -1.332 47.902
C 17.374 -0.570 46.094
H 13.942 0.647 47.509
H 14.514 -0.138 48.929
H 13.494 -2.255 48.050
H 12.608 -1.394 47.057
H 12.274 -1.076 48.538
H 17.163 -0.659 44.984
H 17.715 -1.531 46.525
H 18.203 -0.098 45.989
*
```

For the gap between HOMO and LUMO, the calculation gives 4.66 eV. The value obtained for the largest force on an atom is 12.5 eV/A. The HOMO energy comes out at -2.703 eV.

Löwdin population analysis, charges in e, atoms 1 to 6: 0.2106 0.1194 0.1098 0.1450 0.1406 0.1661

---

# 2
Density functional theory data (ωB97M-V/def2-TZVPD) for a 8-piece molecular cluster, C20H48N4O16P4 overall.

```
! wB97M-V def2-TZVPD RIJCOSX def2/J DEFGRID3
* xyz 0 1
C 8.263 8.484 16.909
C 9.204 9.588 16.549
N 9.917 10.468 16.291
H 7.671 8.836 17.754
H 8.783 7.563 17.175
H 7.718 8.308 15.982
C 14.394 11.192 20.738
C 14.569 11.043 22.188
N 14.688 11.035 23.355
H 14.625 10.258 20.226
H 15.101 11.923 20.344
H 13.356 11.324 20.433
C 15.087 10.141 10.945
C 14.714 10.777 12.193
N 14.394 11.271 13.164
H 15.249 9.089 11.179
H 16.036 10.606 10.679
H 14.509 10.407 10.060
C 13.352 9.937 16.325
C 13.016 11.114 17.113
N 12.733 12.076 17.719
H 13.882 9.221 16.953
H 13.780 10.190 15.355
H 12.426 9.390 16.143
C 11.863 18.497 18.767
O 11.607 17.735 17.618
P 10.104 17.292 17.255
O 9.067 18.323 17.496
O 10.204 16.694 15.752
C 10.684 17.441 14.654
O 9.894 15.974 18.243
C 10.915 14.951 18.255
H 12.792 19.045 18.606
H 11.952 17.940 19.699
H 11.083 19.212 19.030
H 9.893 17.457 13.904
H 11.605 16.993 14.280
H 10.959 18.476 14.861
H 11.592 14.952 17.401
H 10.556 13.924 18.189
H 11.611 15.014 19.092
C 9.644 9.963 23.191
O 9.538 9.011 22.081
P 10.839 8.883 21.158
O 11.958 8.093 21.765
O 11.268 10.359 20.666
C 10.318 11.332 20.195
O 10.338 8.276 19.766
C 11.351 8.112 18.734
H 10.397 10.748 23.117
H 9.879 9.495 24.146
H 8.637 10.317 23.413
H 10.609 11.902 19.313
H 9.886 11.961 20.973
H 9.418 10.814 19.861
H 11.158 8.809 17.919
H 11.381 7.174 18.179
H 12.323 8.374 19.152
C 7.734 9.477 9.645
O 8.665 9.310 10.719
P 10.258 9.023 10.504
O 10.924 9.994 9.586
O 10.915 8.953 12.040
C 11.193 10.192 12.708
O 10.254 7.441 10.064
C 9.891 7.061 8.696
H 6.946 8.723 9.626
H 8.165 9.455 8.645
H 7.364 10.502 9.644
H 12.136 10.136 13.253
H 10.314 10.381 13.325
H 11.290 11.021 12.007
H 10.622 6.404 8.225
H 9.857 7.937 8.049
H 8.866 6.697 8.620
C 19.776 11.472 16.768
O 19.150 10.565 17.601
P 17.589 10.834 18.000
O 17.311 12.152 18.615
O 16.800 10.581 16.608
C 16.783 9.221 16.053
O 17.171 9.579 18.960
C 17.844 9.493 20.143
H 20.839 11.490 17.011
H 19.417 12.501 16.802
H 19.569 11.200 15.733
H 16.079 8.586 16.592
H 17.733 8.687 16.062
H 16.434 9.170 15.021
H 17.286 9.050 20.968
H 18.102 10.465 20.563
H 18.729 8.864 20.049
*
```

For the gap between HOMO and LUMO, the calculation gives 10.57 eV. The value obtained for the largest force on an atom is 3.5 eV/A. Its SMILES is COP(=O)(OC)OC.COP(=O)(OC)OC.COP(=O)(OC)OC.COP(=O)(OC)OC.CC#N.CC#N.CC#N.CC#N. The HOMO energy comes out at -10.404 eV.

Löwdin population analysis, charges in e, atoms 1 to 6: -0.0417 -0.2517 0.1566 0.0878 0.0768 0.0818

---

# 3
Density functional theory data (ωB97M-V/def2-TZVPD) for a 7-piece molecular cluster, C20H48N8O10P overall.

```
! wB97M-V def2-TZVPD RIJCOSX def2/J DEFGRID3
* xyz -1 1
N 7.005 3.005 1.603
P 6.091 2.511 0.449
O 6.125 3.573 -0.787
O 6.589 1.105 -0.179
C 4.384 2.332 1.044
N 3.843 3.668 1.255
C 3.522 1.372 0.177
O 2.639 1.823 -0.585
O 3.803 0.185 0.351
H 7.748 2.341 1.764
H 5.741 3.121 -1.550
H 7.345 1.316 -0.735
H 4.476 1.861 2.012
H 2.838 3.653 1.375
H 4.122 4.308 0.529
C 2.183 -2.381 1.190
C 2.229 -2.407 2.696
O 2.351 -1.420 3.396
N 2.116 -3.645 3.288
C 1.958 -4.920 2.625
H 2.285 -1.359 0.829
H 3.007 -2.969 0.780
H 1.228 -2.783 0.849
H 2.150 -3.622 4.294
H 1.022 -5.381 2.955
H 2.790 -5.578 2.895
H 1.934 -4.803 1.548
C 0.914 4.695 3.801
C 0.414 3.579 2.914
O 1.127 3.024 2.103
N -0.888 3.198 3.045
C -1.903 3.725 3.943
H 1.962 4.876 3.575
H 0.350 5.611 3.616
H 0.825 4.415 4.851
H -1.141 2.451 2.421
H -2.262 2.911 4.579
H -2.734 4.106 3.344
H -1.519 4.522 4.569
C -2.359 -2.093 -0.328
C -1.048 -2.258 -1.058
O -0.110 -2.870 -0.579
N -0.933 -1.686 -2.284
C -1.914 -0.909 -3.016
H -2.292 -2.598 0.631
H -2.565 -1.038 -0.154
H -3.175 -2.536 -0.902
H -0.030 -1.833 -2.707
H -2.115 -1.400 -3.972
H -1.503 0.076 -3.210
H -2.843 -0.808 -2.467
C -0.209 -7.065 0.500
C -0.513 -8.308 1.300
O -1.457 -8.377 2.070
N 0.318 -9.375 1.133
C 1.481 -9.477 0.272
H -0.943 -6.300 0.730
H 0.779 -6.686 0.755
H -0.256 -7.282 -0.568
H 0.064 -10.172 1.693
H 1.337 -10.291 -0.442
H 2.365 -9.695 0.875
H 1.648 -8.556 -0.274
C -4.805 4.283 -0.678
C -4.069 4.064 0.618
O -4.024 4.906 1.505
N -3.442 2.869 0.769
C -3.388 1.762 -0.167
H -5.260 5.269 -0.670
H -4.115 4.219 -1.518
H -5.590 3.536 -0.797
H -2.967 2.774 1.650
H -3.818 0.873 0.301
H -2.346 1.554 -0.422
H -3.935 1.985 -1.078
C -1.813 2.543 -4.528
C -3.208 3.110 -4.431
O -3.948 2.877 -3.486
N -3.628 3.909 -5.446
C -2.900 4.300 -6.639
H -1.608 1.936 -3.658
H -1.720 1.922 -5.420
H -1.082 3.352 -4.560
H -4.566 4.256 -5.322
H -2.809 5.387 -6.670
H -3.446 3.969 -7.524
H -1.908 3.864 -6.654
*
```

For the gap between HOMO and LUMO, the calculation gives 5.81 eV. The value obtained for the largest force on an atom is 2.2 eV/A. The HOMO energy comes out at -3.918 eV.

Löwdin population analysis, charges in e, atoms 1 to 6: -0.1925 0.5116 -0.1716 -0.1549 -0.3612 0.0150